Record 1
DFT (wB97M-V/def2-TZVPD) results for a structure of composition C17H51AlN7O3P2 in a non-equilibrium geometry.

Output
Total charge: -1
E_tot (Eh): -2212.3296
LUMO level (Eh): 0.036
HOMO-LUMO gap (eV): 5.317
HOMO energy (eV): -4.34

```
81
Properties=species:S:1:pos:R:3:forces:R:3
O 1.7299 1.3236 -2.1346 1.3 -4.0 -0.1
H 5.5919 0.6517 -3.9784 -0.2 0.1 0.1
N 3.7448 2.3240 -2.9724 0.9 0.1 0.6
H 0.5820 -1.2689 2.1499 0.1 0.9 0.7
H 2.3983 -0.3485 0.7769 -0.9 0.7 -0.2
C 2.2287 -0.3781 3.4136 -1.1 -0.2 -0.4
P 2.6102 1.0757 -3.3640 -1.5 7.8 -1.7
H -0.0860 2.6709 -3.4125 -0.1 0.0 0.1
H -2.5254 0.2980 1.9559 0.0 -0.4 0.3
H 5.1010 2.7768 -4.5746 0.0 0.0 -0.1
C -5.7684 -1.0575 -0.3078 0.4 -0.3 -0.5
H -0.6247 1.8559 -4.8933 0.3 0.1 -0.2
N 1.4459 1.6732 -4.4982 -0.5 -0.2 -0.2
H -2.3443 -0.8107 0.6095 0.1 0.0 -0.1
H 2.0550 1.3250 1.2953 -0.7 -0.7 -0.3
H -2.3632 -0.8472 3.7558 0.0 0.0 -0.3
N -3.6548 -1.4688 2.1755 0.6 -0.1 0.6
H 0.7742 0.4238 0.2712 0.7 0.0 0.5
C 4.8857 -0.0846 -4.3588 0.5 0.4 0.2
H 5.2875 1.2877 -1.9140 0.2 0.1 0.1
C 0.8232 1.5582 5.8137 -0.2 0.5 -0.4
H 1.9563 -0.1909 -5.9408 0.1 0.2 0.3
H 3.5707 3.0717 4.6662 -0.1 -0.2 0.2
H 5.3748 -0.5253 -5.2297 -0.3 0.0 0.0
H 1.0467 3.7476 5.2840 0.3 -0.9 -0.3
C 0.9950 -0.2583 2.4374 1.9 0.3 -1.6
H 4.7589 -0.8636 -3.6017 0.1 -0.1 -0.1
H -2.4222 -4.5112 1.3098 0.1 -0.1 -0.1
H 1.6301 3.7063 -5.0551 0.0 0.1 0.0
P -4.7035 -2.7558 1.6963 -1.6 8.0 -1.0
H -0.2403 0.9023 -3.4836 0.1 0.2 0.1
H -3.8101 0.1588 0.8277 -0.2 -0.2 -0.1
H -3.4355 -2.1617 4.1648 -0.1 0.0 -0.2
H -3.6960 -4.3857 -1.4453 0.2 0.1 0.2
H -2.0345 -2.4713 3.1406 0.2 0.1 0.1
H 3.7007 3.8514 -4.4361 -0.1 -0.2 -0.1
H 2.6423 2.5789 -5.9997 0.1 0.0 0.2
C -2.3594 -3.6725 0.6105 0.5 0.4 0.3
C 0.0616 1.7868 -4.0430 0.0 -0.2 0.3
Al 1.8072 -0.2052 5.4093 0.0 0.6 0.1
H 2.6862 -1.4124 -4.8995 0.1 -0.1 -0.1
N 3.5915 0.5263 -4.7370 -0.7 -3.1 1.4
N 2.9777 2.9052 5.4714 -0.2 0.2 0.3
H 0.9328 2.6500 -6.2860 -0.1 0.0 0.1
H 1.0916 -1.4984 6.0331 -0.3 -0.3 0.0
H 3.2316 -0.0856 6.1820 0.4 0.0 0.1
H -6.5230 -1.1112 -1.1017 -0.1 -0.1 0.1
C 1.5537 2.7538 5.0910 -0.4 -0.1 -0.2
C -4.3206 -4.1822 -0.5713 -0.3 0.1 -0.5
H -1.8475 -4.0125 -0.2920 -0.3 0.0 -0.1
H 2.9549 0.4382 3.1355 -0.4 -0.9 0.2
H -7.5348 -3.1363 1.5728 0.1 0.2 0.1
H 1.5252 2.5515 3.9823 -0.3 0.2 0.9
H -5.8962 -0.0945 0.1991 0.0 0.1 0.0
H -0.2183 1.4918 5.3859 0.9 0.1 0.4
O -5.5969 -2.6668 2.9413 1.5 -4.0 -0.3
O -0.0599 0.6018 2.8972 0.0 -0.3 -0.3
C 4.5407 2.0773 -1.7680 -0.4 -0.3 0.5
H 2.6728 -1.3974 3.2467 0.0 0.9 0.0
N -3.6986 -3.1325 0.2825 -0.6 -3.3 1.2
H -4.8103 -1.0718 -0.8260 0.1 0.0 0.3
H -7.5140 -1.3699 1.7687 -0.1 -0.1 0.1
N -5.9215 -2.1698 0.6107 -0.5 -0.2 -0.2
H 0.0708 1.4386 2.4340 -0.1 -0.1 0.3
C -7.3053 -2.1939 1.0765 0.0 -0.3 0.3
C 1.6862 2.7026 -5.4917 0.3 -0.3 -0.5
C 4.4071 3.2511 -3.8682 0.1 -0.1 -0.5
H 5.0618 2.9750 -1.4302 -0.1 0.1 -0.2
H 3.3236 2.1096 6.0033 -0.1 0.0 -0.4
C 2.8980 -0.5353 -5.5181 -0.3 0.0 -0.5
H -8.0022 -2.1173 0.2350 0.2 0.1 -0.2
H -4.4626 -5.1154 -0.0177 0.1 -0.1 -0.1
H -5.2890 -3.8776 -0.9641 0.0 0.2 0.3
C 1.5558 0.3421 1.0638 0.2 -0.7 1.0
H -1.7051 -2.9156 1.0404 -0.2 0.1 0.1
H 4.9873 3.9887 -3.3075 -0.1 -0.3 0.3
C -3.0622 -0.4344 1.3494 0.1 0.0 -0.6
H 3.5096 -0.8466 -6.3691 0.2 0.1 0.2
C -2.8294 -1.7481 3.3543 -0.3 -0.3 0.5
H 0.7051 1.7707 6.9092 0.2 -0.1 -0.7
H 3.8993 1.7687 -0.9381 0.0 -0.1 -0.1
```
Positions in Å, forces in eV/Å.

Record 2
DFT (wB97M-V/def2-TZVPD) results for a structure of composition C17H52O10V2 in a non-equilibrium geometry.

Output
2S+1: 7
Total charge: +2
E_tot (Eh): -3318.7678
LUMO level (spin up / spin down) (Eh): -0.232 / -0.236
HOMO-LUMO gap (spin up / spin down) (eV): 7.783 / 7.671
HOMO energy (spin up / spin down) (eV): -14.08 / -14.08

```
81
Properties=species:S:1:pos:R:3:forces:R:3
C -4.5712 0.2304 -0.8250 -0.3 0.2 0.2
O -5.6560 0.2237 0.1076 0.5 -0.1 -0.1
H 1.0875 -1.7817 -2.1330 -0.3 -0.2 0.2
C -1.9233 -2.7754 0.3905 0.3 0.3 -0.2
O 4.2743 1.1592 0.8982 0.1 0.3 -0.1
H 3.9287 2.1979 -2.0718 0.2 -0.1 0.2
O 3.1333 2.3140 -1.5422 -0.7 0.8 0.0
H -2.8047 0.3998 3.2942 0.1 0.0 0.0
H 2.7043 -0.6337 -0.7355 0.0 -0.1 0.1
H -2.7302 3.0658 4.7950 0.0 0.0 0.1
C 3.7851 -0.7328 -0.6317 0.0 0.2 -0.3
H 1.6374 -3.0589 -4.8446 0.2 -0.1 0.1
H 0.7233 -0.2006 0.3967 0.0 0.1 0.0
H 3.6266 -1.1949 4.4167 0.0 -0.2 -0.1
H -6.2467 0.9545 -0.0981 0.0 0.0 0.0
H -3.5645 -2.3633 2.6088 -0.1 -0.2 -0.1
C -1.7907 -2.2685 1.8172 0.0 0.6 -0.7
H 1.2767 3.1798 -1.8810 0.1 0.0 0.1
H -4.9441 0.3239 -1.8485 0.0 -0.1 0.0
H 4.2214 -0.1505 -1.4431 0.2 0.0 0.1
C -1.9529 -0.1488 -3.4189 0.4 0.0 -0.2
C -2.4113 1.3981 3.4844 0.0 -0.2 -0.3
H -0.7110 0.7215 0.8742 0.1 0.0 0.1
H -2.9665 -0.1035 -3.0327 0.0 -0.1 0.0
C 1.6608 -0.7543 3.6761 -0.2 -0.2 -0.2
H -1.1813 -2.2739 -0.2468 0.0 -0.1 0.1
H -2.4711 1.9530 2.5489 0.2 0.0 0.0
H 2.4603 3.4593 -3.1688 0.0 0.0 0.0
C 4.2840 -0.2980 0.7190 0.1 -0.2 0.2
C 0.2599 0.7924 0.3683 -0.2 0.1 -0.2
H 2.2185 1.0975 -3.9235 -0.1 0.1 -0.1
H 2.4963 -1.6818 -4.0583 0.2 -0.2 -0.2
H -1.7367 -3.8458 0.3331 -0.2 -0.1 0.0
V 2.9105 2.8120 0.6305 -0.9 -2.0 0.1
C 1.1247 -2.6839 -2.7623 0.5 -0.1 -0.1
H 0.8162 -1.5479 -4.5415 0.0 -0.1 0.0
H -1.4024 -0.9801 -2.9689 -0.1 0.0 0.1
C 1.5091 1.4911 -3.1946 0.4 0.0 0.3
H -2.8308 1.4382 -1.3348 -0.2 0.0 -0.2
O 2.1090 -3.5926 -2.2635 0.0 0.3 0.0
H 3.6909 -0.7402 1.5204 -0.1 0.2 0.0
H -1.8862 -1.1673 1.8046 0.0 -0.1 0.0
O -2.6056 0.8856 -5.4410 0.0 0.1 -0.1
H -4.1069 2.3028 -0.4703 0.1 0.0 0.1
H 2.6751 0.9119 4.1262 0.1 0.0 -0.1
H -2.9984 1.1602 0.3513 -0.3 0.0 0.2
O 1.0796 1.7714 0.9781 0.4 1.2 1.1
H 5.3021 -0.6481 0.8897 0.1 0.2 -0.1
H 2.0452 -3.6560 -1.3076 -0.2 -0.1 0.0
H 2.8780 3.9206 3.0850 0.1 -0.2 0.0
C 2.5948 -1.5322 4.5593 0.2 0.4 0.4
H 0.5674 1.7219 -3.6882 0.0 0.0 -0.1
H 1.3347 0.7109 -2.4515 -0.1 0.0 -0.1
H -0.8922 0.5935 4.4804 0.2 0.1 0.1
V 0.6902 2.3560 3.0105 1.3 -1.7 -0.9
H -0.7763 -2.4801 2.1686 -0.2 -0.2 0.3
O -2.7289 -2.8314 2.6978 0.2 0.0 0.4
H -4.0746 -0.7319 -0.7199 -0.1 -0.1 -0.1
C -1.9653 -0.2746 -4.9313 -0.3 0.1 0.2
C -3.1542 2.0839 4.5873 -0.1 0.1 0.2
H -2.9007 -2.5378 -0.0281 -0.1 -0.2 0.1
C 2.0595 2.7159 -2.4829 -0.1 -0.5 0.0
H 0.0298 1.0467 -0.6718 0.1 0.0 0.0
H 0.6254 -1.0365 3.8625 0.0 0.1 0.0
O 1.7601 0.6754 3.9285 -0.4 0.3 -0.1
C 1.5629 -2.2398 -4.1347 -0.4 0.5 -0.2
H -2.5241 -1.1628 -5.2355 0.2 -0.1 0.0
O -0.9732 1.2545 3.7831 -0.5 0.4 -0.3
H 5.1632 1.4452 1.1339 0.0 -0.2 0.1
O 2.6524 3.0683 2.6912 -0.6 0.7 -0.5
H 0.1464 -3.1689 -2.8123 -0.1 0.1 0.2
H -3.1254 0.6423 -6.2115 0.0 0.1 -0.1
H 2.5262 -2.5969 4.3534 0.0 0.0 -0.1
C -3.5869 1.3478 -0.5517 0.5 0.1 0.1
H -3.1623 1.4805 5.4950 0.1 0.1 0.1
H -4.1931 2.2226 4.2847 0.0 0.0 0.0
H -0.9447 -0.3367 -5.3234 0.0 -0.1 0.0
H 2.3567 -1.3685 5.6121 -0.1 -0.1 0.0
H -1.4436 0.7806 -3.1468 -0.1 0.0 0.0
H 4.0888 -1.7654 -0.8067 -0.2 -0.1 0.1
H 1.8605 -0.9647 2.6214 0.0 0.3 0.0
```
Positions in Å, forces in eV/Å.

Which of these has the highest total charge?
C17H52O10V2